The following is a quantum chemistry calculation of 7 unconnected molecules or ions with the total composition C6H27NO8, from the OMol25 dataset.

Positions of all 42 atoms, in Å:
C  -2.302  -1.909  -2.672
O  -1.440  -2.304  -1.654
C  -0.768  -1.292  -0.926
C  0.517  -1.841  -0.245
N  1.615  -1.705  -1.204
C  2.773  -2.559  -0.895
C  3.315  -2.227  0.467
O  3.429  -0.794  0.571
C  3.932  -0.455  1.851
H  -1.866  -1.334  -3.529
H  -3.118  -1.357  -2.215
H  -2.736  -2.817  -3.104
H  -1.514  -0.890  -0.235
H  -0.633  -0.367  -1.538
H  0.316  -2.855  -0.032
H  0.624  -1.317  0.714
H  1.918  -0.747  -1.183
H  3.440  -2.474  -1.731
H  2.446  -3.589  -0.868
H  4.334  -2.637  0.583
H  2.721  -2.686  1.257
H  3.985  0.614  1.808
H  4.913  -0.881  1.918
H  3.270  -0.733  2.665
O  1.370  0.786  2.926
H  0.589  1.308  3.217
H  1.421  1.048  1.974
O  -3.869  0.867  -0.681
H  -3.977  -0.079  -0.530
H  -3.035  1.075  -0.195
O  -4.656  3.611  -0.880
H  -5.504  3.501  -0.413
H  -4.354  2.720  -1.067
O  -2.444  4.571  0.862
H  -2.869  5.033  1.574
H  -3.222  4.306  0.337
O  1.749  1.589  0.273
H  1.964  0.642  0.071
H  2.622  2.039  0.165
O  -1.887  1.729  0.940
H  -1.896  2.598  1.351
H  -1.173  1.812  0.274

Force components x, y, z for each atom (eV/Å):
C -0.45 0.04 -0.49
O 1.44 -0.69 -0.21
C -0.93 0.85 0.00
C -1.26 1.93 -1.37
N -0.21 -0.97 0.34
C -1.36 0.52 0.17
C 1.62 0.44 -0.43
O -0.77 -1.32 0.22
C -0.25 0.48 -0.73
H 0.07 -0.19 0.88
H -0.36 0.50 -0.28
H 0.15 0.06 0.13
H 0.14 -0.27 0.88
H 0.75 -0.75 -0.16
H -0.05 -1.33 0.18
H 0.33 0.05 -0.01
H 0.19 0.21 -0.32
H 0.78 0.22 -0.08
H -0.21 -0.38 -0.13
H -0.18 -0.04 0.01
H -0.35 0.41 0.19
H 0.28 0.63 0.45
H 0.70 -0.22 0.54
H -0.06 -0.25 0.06
O -1.01 0.83 -0.46
H 0.74 -0.64 -0.07
H 0.17 -0.11 0.77
O 0.54 -0.31 0.10
H -0.21 0.18 -0.14
H -0.68 0.16 0.07
O -0.53 0.70 0.50
H 0.60 -0.05 -0.36
H -0.05 -0.65 0.00
O -0.18 -0.44 -0.30
H -0.01 0.54 0.74
H 0.13 -0.18 -0.45
O 1.04 -0.54 -0.56
H 0.04 0.94 0.33
H -1.04 -0.45 0.13
O 1.07 -0.46 -0.69
H -0.31 0.59 -0.03
H -0.29 -0.05 0.60

The HOMO energy comes out at -0.334 Ha. The calculation puts the total energy at -24529.003 eV. The energy above the lowest of the compared OMol25 structures with the same formula, charge and spin comes out at 270.4 kJ/mol. The calculation puts the LUMO energy at 0.482 eV. The SMILES is COCCNCCOC.O.O.O.O.O.O. The maximum force comes out at 0.05227 Eh/bohr. The total charge is 0.

Here are the natural (NBO) charges for atoms 1 to 6, given in e: atom 1 (C): -0.24, atom 2 (O): -0.55, atom 3 (C): -0.05, atom 4 (C): -0.26, atom 5 (N): -0.60, atom 6 (C): -0.24

The following is a quantum chemistry calculation of a molecular structure, C6H28Li4O16S2, from the OMol25 dataset.

Positions of all 56 atoms, in Å:
Li  -0.065  -17.236  5.694
Li  -0.323  -16.355  2.470
Li  -2.896  -14.506  2.959
Li  0.320  -19.268  3.143
S  -2.348  -17.607  3.718
O  -2.946  -16.347  3.116
O  -1.188  -18.033  2.894
O  -1.874  -17.256  5.077
O  -3.334  -18.654  3.788
S  1.837  -19.514  5.413
O  2.861  -18.465  5.185
O  1.961  -20.595  4.404
O  1.728  -19.986  6.781
O  0.488  -18.853  5.040
O  -5.238  -16.518  1.317
H  -5.849  -17.165  1.691
H  -4.528  -16.442  1.962
O  -2.711  -15.213  7.010
H  -2.200  -15.919  6.600
H  -3.461  -15.696  7.384
O  -2.922  -19.081  0.862
H  -3.219  -18.891  1.760
H  -3.736  -19.363  0.427
O  -3.398  -18.412  7.290
H  -4.258  -18.679  6.934
H  -2.835  -18.339  6.513
O  -0.367  -20.671  1.950
H  0.139  -20.906  1.165
H  -1.200  -20.296  1.598
O  -2.559  -21.079  5.076
H  -1.684  -20.867  5.429
H  -2.878  -20.272  4.650
C  -5.377  -22.586  3.468
C  -4.704  -22.013  2.248
C  -5.103  -22.653  0.948
O  -5.033  -20.591  2.141
H  -6.375  -22.165  3.585
H  -4.812  -22.296  4.364
H  -5.370  -23.676  3.499
H  -3.613  -22.072  2.346
H  -4.822  -23.707  0.923
H  -4.523  -22.227  0.119
H  -6.156  -22.490  0.719
H  -4.681  -20.218  2.961
C  -6.277  -16.566  5.243
C  -6.759  -18.027  5.142
C  -7.382  -18.289  3.764
O  -5.653  -18.889  5.343
H  -7.122  -15.891  5.069
H  -5.564  -16.367  4.432
H  -5.844  -16.369  6.220
H  -7.592  -18.111  5.844
H  -8.031  -19.162  3.812
H  -6.633  -18.429  2.983
H  -8.017  -17.443  3.478
H  -4.926  -18.509  4.836

Force components x, y, z for each atom (eV/Å):
Li 0.30 -1.28 0.28
Li -0.18 -1.00 -0.04
Li -0.70 -0.62 0.39
Li 0.38 -1.18 1.14
S 0.26 0.12 1.88
O 1.03 0.63 -0.48
O 0.29 1.48 -0.72
O 0.25 0.60 -0.68
O -0.53 0.20 -0.61
S 1.33 -0.67 -0.68
O -0.64 -0.11 0.34
O -0.24 0.57 0.09
O 0.08 0.29 -0.24
O -1.21 1.37 -0.46
O -0.13 0.24 -0.07
H 0.05 0.10 -0.06
H 0.06 -0.42 0.09
O -0.02 0.14 -0.15
H -0.31 -0.06 -0.01
H 0.15 -0.04 0.06
O 0.29 0.18 -0.18
H -0.13 -0.30 -0.12
H 0.04 -0.16 0.10
O -0.19 0.34 0.05
H 0.03 -0.15 0.02
H 0.01 -0.17 0.05
O -0.32 0.68 -0.42
H 0.03 -0.21 0.15
H 0.08 -0.24 0.02
O -0.04 0.02 -0.10
H -0.05 -0.01 -0.07
H 0.28 -0.23 0.26
C 0.46 0.11 0.92
C 0.17 0.61 -0.35
C 0.45 0.11 -0.71
O 0.22 -0.51 0.30
H -0.17 -0.29 -0.19
H -0.09 0.12 -0.12
H -0.24 0.00 -0.29
H -0.09 -0.16 0.10
H -0.39 -0.08 0.25
H -0.14 0.21 0.15
H -0.07 -0.25 0.12
H -0.25 0.14 -0.11
C -0.54 -0.28 -0.47
C 0.03 1.41 -1.31
C -0.42 0.35 0.23
O -0.61 -0.28 0.83
H 0.09 -0.01 0.19
H 0.17 0.00 0.22
H 0.17 0.07 0.01
H 0.61 -0.75 0.55
H 0.20 -0.18 -0.20
H 0.08 -0.21 0.12
H 0.03 -0.08 0.02
H 0.09 -0.17 -0.11

The HOMO energy comes out at -0.273 Ha. The calculation puts the total energy at -61932.873 eV. The calculation puts the LUMO energy at -3.689 eV. The maximum force comes out at 0.03742 Eh/bohr. The total charge is 0.

Here are the natural (NBO) charges for atoms 1 to 6, given in e: atom 1 (Li): 0.95, atom 2 (Li): 0.97, atom 3 (Li): 0.99, atom 4 (Li): 0.90, atom 5 (S): 2.64, atom 6 (O): -1.22

The following is a quantum chemistry calculation of 7 unconnected molecules or ions with the total composition C6H28N2O6, from the OMol25 dataset.

Positions of all 42 atoms, in Å:
C  -2.219  -1.399  -2.549
C  -1.765  -1.003  -1.125
C  -1.395  0.422  -0.877
C  -0.810  0.424  0.612
C  -1.356  1.717  1.236
N  0.612  0.295  0.462
C  1.236  -0.311  1.661
N  1.498  -1.710  1.582
H  -1.885  -2.505  -2.661
H  -3.170  -1.187  -2.852
H  -1.585  -0.842  -3.192
H  -2.582  -1.353  -0.450
H  -0.913  -1.637  -0.793
H  -2.301  1.054  -0.836
H  -0.791  0.913  -1.606
H  -1.198  -0.428  1.156
H  -2.466  1.846  1.044
H  -1.312  1.732  2.307
H  -0.854  2.539  0.696
H  1.086  1.126  0.050
H  0.589  -0.117  2.502
H  2.315  0.161  1.851
H  0.599  -2.205  1.618
H  2.014  -1.989  0.715
O  3.898  0.286  -0.096
H  4.308  0.162  -0.951
H  3.123  -0.249  -0.099
O  1.045  1.899  -3.284
H  1.168  1.021  -2.885
H  1.944  1.846  -3.872
O  2.323  -1.157  -1.543
H  1.594  -0.731  -1.077
H  2.050  -1.538  -2.388
O  -3.997  0.893  2.595
H  -3.039  0.804  2.732
H  -4.231  0.125  2.061
O  -2.200  -2.603  1.519
H  -2.640  -3.337  1.120
H  -2.027  -2.764  2.461
O  2.452  2.475  0.243
H  2.520  2.210  -0.671
H  3.155  1.832  0.495

Force components x, y, z for each atom (eV/Å):
C 4.25 -2.26 1.39
C -1.06 -1.68 -0.27
C -1.88 -0.10 2.57
C -1.21 1.58 -2.49
C -0.85 0.23 -1.00
N 1.12 -0.49 0.19
C 3.06 1.89 -0.68
N -0.39 -1.36 -0.60
H -1.16 1.66 -0.23
H -2.78 0.24 -0.31
H 0.72 0.41 -1.09
H 0.59 0.71 -0.15
H -0.30 0.26 -0.53
H 0.17 -0.37 -0.27
H 1.03 0.03 -0.47
H -0.03 -0.36 -0.15
H 1.31 -0.33 -0.07
H 0.83 0.50 0.69
H -0.10 0.03 0.85
H -0.65 -0.56 1.32
H 0.06 0.07 0.56
H -2.47 -0.45 -0.24
H 0.60 -0.07 -0.35
H -0.81 0.35 1.11
O 1.38 0.89 0.75
H -0.02 -0.22 -0.22
H -0.43 -0.73 -0.20
O 3.90 -0.96 -2.03
H -0.54 0.16 0.26
H -3.28 0.74 1.84
O 0.61 -0.46 -0.83
H -1.17 0.05 0.04
H -0.33 0.11 0.43
O 0.29 -0.27 0.16
H -0.57 0.05 -0.06
H 0.01 0.04 0.05
O 0.72 1.13 0.76
H -0.37 -0.88 0.04
H -0.35 -0.38 -0.53
O 0.83 -0.46 0.20
H -0.44 0.67 -1.10
H -0.29 0.60 0.65

The HOMO energy comes out at -0.325 Ha. The calculation puts the total energy at -21939.820 eV. The energy above the lowest of the compared OMol25 structures with the same formula, charge and spin comes out at 297.9 kJ/mol. The calculation puts the LUMO energy at 0.060 eV. The SMILES is CCC[C@H](C)NCN.O.O.O.O.O.O. The maximum force comes out at 0.09751 Eh/bohr. The total charge is 0.

Here are the natural (NBO) charges for atoms 1 to 6, given in e: atom 1 (C): -0.60, atom 2 (C): -0.39, atom 3 (C): -0.41, atom 4 (C): -0.04, atom 5 (C): -0.65, atom 6 (N): -0.74

The following is a quantum chemistry calculation of 9 unconnected molecules or ions with the total composition C6H28NO9, from the OMol25 dataset.

Positions of all 44 atoms, in Å:
C  -1.193  2.151  1.357
N  -1.680  0.772  1.359
C  -0.926  -0.145  0.508
C  -2.022  -1.069  -0.150
C  -2.604  -0.554  -1.425
C  -1.999  0.075  -2.426
C  0.249  -0.961  1.119
O  1.064  -0.214  1.926
H  -1.564  2.546  2.309
H  -1.549  2.684  0.433
H  -0.083  2.167  1.350
H  -1.553  0.371  2.310
H  -0.477  0.375  -0.414
H  -2.802  -1.198  0.604
H  -1.540  -2.065  -0.298
H  -3.693  -0.523  -1.371
H  -2.560  0.704  -3.112
H  -0.935  0.011  -2.595
H  -0.126  -1.836  1.682
H  0.868  -1.335  0.263
H  1.439  2.636  -0.905
H  -0.077  2.861  -1.329
O  0.846  3.064  -1.525
H  -0.038  -0.899  4.599
H  -0.005  -0.226  3.173
O  -0.606  -0.486  3.936
H  3.106  -3.423  -0.371
H  2.322  -3.172  -1.642
O  2.944  -3.798  -1.260
H  0.487  -1.802  -1.588
H  1.608  -0.914  -2.167
O  1.263  -1.833  -2.147
H  1.954  1.028  -3.154
H  2.561  1.246  -1.810
O  2.396  0.508  -2.449
H  1.820  0.745  0.713
H  2.886  0.192  -0.122
O  2.586  1.074  0.130
H  2.686  -1.205  1.834
H  2.819  -2.665  2.395
O  3.102  -2.088  1.692
H  -3.633  2.735  -1.179
H  -3.367  1.926  0.065
O  -3.976  2.542  -0.316

Force components x, y, z for each atom (eV/Å):
C 0.71 -0.51 -0.14
N 0.75 -0.47 0.65
C -0.43 -0.40 -2.71
C 1.81 -1.25 0.30
C -0.90 0.86 0.65
C -0.06 -0.10 -0.09
C 0.09 -0.06 -0.30
O 0.14 0.98 0.12
H 0.08 0.71 -0.53
H 0.14 -0.19 1.10
H -0.45 0.26 0.16
H -0.53 0.72 -0.72
H -0.49 0.00 1.51
H 0.01 -0.13 -0.20
H -0.38 0.31 -0.02
H 0.07 0.22 -0.32
H -0.07 -0.50 -0.26
H 0.25 0.27 0.20
H -0.26 -0.09 -0.30
H -0.71 -0.23 0.27
H -0.29 -0.41 0.64
H 0.48 -0.28 0.38
O -0.14 0.61 -0.88
H -0.09 0.19 -0.36
H 0.70 -0.26 0.40
O -0.22 0.07 0.27
H -0.08 -0.21 -0.52
H -0.28 0.40 -0.26
O 0.56 -0.28 0.98
H -0.20 -0.06 0.14
H 0.07 -0.22 0.01
O -0.22 0.03 -0.33
H 0.25 -0.74 0.28
H -0.12 -1.23 0.02
O -0.06 2.11 -0.79
H 0.48 0.46 0.54
H 0.49 0.07 -0.22
O -0.79 -0.36 0.32
H -0.56 -0.55 0.30
H -0.34 0.05 0.35
O 0.72 0.39 -0.68
H 0.25 0.05 -0.60
H 0.67 -0.90 0.57
O -1.05 0.66 0.09

The HOMO energy comes out at -0.196 Ha. The calculation puts the total energy at -26594.962 eV. The energy above the lowest of the compared OMol25 structures with the same formula, charge and spin comes out at 95.2 kJ/mol. The calculation puts the LUMO energy at 2.780 eV. The maximum force comes out at 0.05393 Eh/bohr. The total charge is -1.

Here are the natural (NBO) charges for atoms 1 to 6, given in e: atom 1 (C): -0.41, atom 2 (N): -0.69, atom 3 (C): -0.06, atom 4 (C): -0.47, atom 5 (C): -0.15, atom 6 (C): -0.44

The following is a quantum chemistry calculation of a single C6H2ClNO2 molecule, from the OMol25 dataset.

Positions of all 12 atoms, in Å:
O  -2.936  1.420  0.059
N  -2.354  0.355  0.022
O  -2.890  -0.733  0.042
C  -0.947  0.423  -0.036
C  -0.127  1.469  -0.057
C  1.147  1.533  -0.034
C  2.069  0.554  0.009
C  1.419  -0.713  -0.014
C  0.070  -0.927  -0.031
Cl  -0.648  -2.442  -0.003
H  3.142  0.645  0.056
H  2.057  -1.583  -0.014

Force components x, y, z for each atom (eV/Å):
O -0.10 0.26 -0.02
N -1.05 0.32 0.05
O -0.05 -0.11 -0.02
C 4.20 -3.87 -0.04
C 1.90 0.85 0.13
C -2.37 0.13 -0.07
C -0.17 0.00 -0.07
C 0.17 -0.45 -0.01
C -2.75 3.92 0.06
Cl 0.19 -0.86 -0.03
H 0.04 0.02 -0.02
H -0.01 -0.21 0.05

The HOMO energy comes out at -0.361 Ha. The calculation puts the total energy at -24354.228 eV. The energy above the lowest of the compared OMol25 structures with the same formula, charge and spin comes out at 0.0 kJ/mol. The calculation puts the LUMO energy at -1.281 eV. The SMILES is O=[N+]([O-])c1c#cccc1Cl. The maximum force comes out at 0.11114 Eh/bohr. The total charge is 0.

Here are the natural (NBO) charges for atoms 1 to 6, given in e: atom 1 (O): -0.36, atom 2 (N): 0.50, atom 3 (O): -0.36, atom 4 (C): -0.02, atom 5 (C): 0.08, atom 6 (C): 0.05

The following is a quantum chemistry calculation of a molecular structure, C6H2F5O3S, from the OMol25 dataset.

Positions of all 17 atoms, in Å:
C  -0.335  0.663  0.169
C  0.360  -0.310  -0.414
C  1.494  2.444  -0.022
C  2.351  1.622  -0.586
C  0.087  2.083  0.351
C  1.761  -0.286  -0.728
O  1.868  -2.303  0.897
O  4.010  -1.327  0.210
O  2.541  -0.115  1.752
F  1.793  3.755  0.211
F  3.581  1.874  -0.982
F  -0.183  2.499  1.625
F  -0.781  2.880  -0.404
F  2.148  -0.765  -1.920
S  2.673  -1.112  0.714
H  -1.345  0.491  0.513
H  -0.097  -1.285  -0.534

Force components x, y, z for each atom (eV/Å):
C 0.21 -0.10 -0.34
C -1.42 0.21 0.09
C 0.03 0.59 -0.05
C -1.51 -4.51 -0.36
C 0.20 0.26 -0.27
C 2.98 4.01 1.29
O -0.04 -0.30 0.05
O 0.05 -0.02 -0.03
O 0.04 -0.06 0.21
F -0.10 -0.28 -0.03
F -0.21 0.23 0.14
F 0.20 -0.18 0.23
F 0.15 -0.17 -0.10
F -0.31 -0.06 -0.18
S -0.14 0.48 -0.64
H -0.07 -0.05 -0.02
H -0.08 -0.06 0.00

The HOMO energy comes out at -0.217 Ha. The calculation puts the total energy at -36819.029 eV. The energy above the lowest of the compared OMol25 structures with the same formula, charge and spin comes out at 16.6 kJ/mol. The calculation puts the LUMO energy at 3.533 eV. The maximum force comes out at 0.10036 Eh/bohr. The total charge is -1.

Here are the natural (NBO) charges for atoms 1 to 6, given in e: atom 1 (C): -0.22, atom 2 (C): -0.23, atom 3 (C): 0.17, atom 4 (C): 0.37, atom 5 (C): 0.61, atom 6 (C): 0.11

Q: Look up the maximum force of the fifth one.
A: 0.11114 Eh/bohr

Q: The lowest LUMO belongs to which entry?
A: C6H28Li4O16S2